No. 1
The following is a DFT calculation (wB97M-V/def2-TZVPD) of a molecular structure, C33H27BIrN3O2S5Te in a non-equilibrium geometry.

XYZ file:
```
73
Properties=species:S:1:pos:R:3:forces:R:3
Ir 1.271037 -1.791602 -1.091048 0.2 -0.2 -1.7
S -0.245769 -6.963407 -5.976607 -0.3 0.0 -0.2
C 0.142950 -5.790589 -4.869548 0.5 -0.2 -1.2
S 0.143319 -4.079785 -5.203311 -0.7 -1.5 -0.8
C 0.544437 -3.625597 -3.637348 0.4 -0.4 2.4
C 0.944512 -4.655727 -2.715467 0.4 3.0 -0.6
S 1.612078 -4.189614 -1.218794 -0.1 -0.5 -0.3
S 0.875670 -6.215476 -3.402205 -0.2 -0.6 0.5
S 0.308361 -2.010238 -3.228258 0.2 0.5 0.6
C 5.565920 -0.309950 -2.491073 0.4 0.9 0.0
C 5.410710 -1.480127 -1.749291 0.7 -0.8 -0.2
C 4.142907 -1.978345 -1.501372 0.6 1.3 -0.2
C 3.017995 -1.292670 -1.973627 -0.6 -0.5 -0.3
C 3.162288 -0.249027 -2.910273 1.2 -0.5 0.3
C 4.451613 0.279416 -3.095283 -0.3 0.7 0.0
H 6.523810 0.246301 -2.497101 -0.5 -0.6 -0.3
H 6.276044 -2.081721 -1.397979 -0.4 0.8 -0.1
H 4.035287 -2.793903 -0.810804 -0.1 -0.3 0.0
H 2.327308 0.117663 -3.511213 0.1 0.0 0.5
H 4.532229 1.257659 -3.617710 0.2 -0.8 0.1
C 1.346339 4.652487 -1.818929 0.2 -0.8 0.4
Te 1.308734 2.442295 -2.027062 -0.5 -1.3 -1.1
C 1.687571 2.512208 0.097699 -0.3 1.3 0.3
C 1.862231 3.937638 0.556830 0.3 0.8 -0.7
C 2.364424 4.266657 1.826156 -1.1 2.1 -0.7
C 2.497023 5.655923 2.143983 -0.1 -1.1 -0.2
C 2.069870 6.651282 1.270314 -0.1 -0.8 0.4
C 1.546189 6.324485 0.023998 0.7 -0.5 0.5
C 1.580133 5.004706 -0.412420 0.4 -0.6 1.6
H 0.375831 4.873443 -2.181243 -0.9 0.5 -0.5
H 2.108039 4.872599 -2.557760 0.1 0.6 0.1
H 2.581582 1.934299 0.178768 0.7 -0.5 0.3
H 0.873107 1.947467 0.550023 0.0 0.0 0.2
H 2.455853 3.536896 2.612862 0.4 -0.3 -0.1
H 2.917295 5.929405 3.105416 -0.1 0.0 0.0
H 2.114291 7.675723 1.577091 0.0 0.5 0.2
H 1.169279 7.118357 -0.592677 0.0 0.1 -0.5
O -1.124340 -4.335179 -0.247986 0.1 1.2 0.0
C -1.327999 -3.165247 0.015182 0.3 2.3 0.4
N -2.550133 -2.712501 0.506351 0.4 -2.0 -0.1
C -2.621846 -1.372374 0.920153 0.7 0.1 0.6
C -1.125739 -0.910640 0.574599 0.3 -1.3 -0.2
O -0.702601 0.204082 0.852233 -0.2 -0.4 -0.3
N -0.467014 -1.947896 -0.056855 -3.5 -1.4 1.5
C -2.975734 -1.174440 2.435376 0.1 0.0 -0.7
C -3.079021 0.140382 2.873294 0.0 0.0 1.0
C -3.610256 0.442698 4.138048 -0.1 -0.7 -0.4
C -4.077472 -0.556599 4.986872 0.5 -0.7 -1.3
C -3.827388 -1.896324 4.585925 -0.6 1.3 0.7
C -3.274278 -2.200358 3.359063 0.0 0.2 -0.5
C -3.568647 -0.617768 -0.000201 -0.9 1.1 0.4
C -3.369297 0.760211 -0.181750 -0.7 -0.5 -0.6
C -4.156293 1.462964 -1.095701 -0.3 0.9 0.2
C -5.276592 0.888603 -1.714740 0.7 -0.3 -0.1
C -5.485068 -0.461351 -1.474290 0.5 -0.1 0.8
C -4.689139 -1.209868 -0.611969 1.1 -0.7 0.4
H -3.193455 -3.445346 0.748812 -0.2 0.2 0.2
H -2.707406 0.950879 2.262791 -0.2 -0.1 0.0
H -3.704874 1.471530 4.412013 -0.1 0.5 0.2
H -4.673474 -0.294178 5.849931 0.3 -0.2 0.3
H -4.130788 -2.703944 5.233722 0.0 -0.1 0.1
H -3.140260 -3.264279 3.176815 0.1 0.3 -0.5
H -2.597519 1.246302 0.398450 0.2 0.1 -0.6
H -3.882512 2.513618 -1.269378 -0.3 -0.4 0.0
H -5.947146 1.395633 -2.428456 0.6 0.0 0.5
H -6.249007 -0.980903 -1.970217 -1.2 -0.5 -0.6
H -4.861421 -2.304284 -0.422926 0.0 1.3 -0.5
B 2.914654 -1.267760 3.262718 0.2 -0.3 1.1
C 2.429306 -1.210204 1.792496 -0.8 -0.9 -2.3
N 2.052206 -1.334798 0.694399 1.0 0.3 2.2
H 2.159017 -0.574408 3.919614 0.0 0.0 0.1
H 4.042798 -0.814266 3.305765 0.1 0.0 0.0
H 2.898240 -2.451122 3.715107 0.0 0.8 -0.6
```
Forces are in eV/Å.

The spin multiplicity is 5. For the gap between HOMO and LUMO (alpha / beta), the calculation gives 4.07 / 4.85 eV. As for the highest occupied orbital energy (alpha / beta): -0.33 / -2.40 eV. As for the total charge: -2. Its relative energy (zero: lowest compared OMol25 entry of this formula, charge and spin) is 11.4 kJ/mol.

No. 2
The following is a DFT calculation (wB97M-V/def2-TZVPD) of a molecular structure, C33H27CaIN9O9PS2Se2.

XYZ file:
```
85
Properties=species:S:1:pos:R:3:forces:R:3
Ca -0.442538 0.659102 0.274216 -0.1 -0.6 -0.3
Se 0.656025 -2.451124 1.505625 0.1 0.0 0.0
P 0.781867 -2.860846 -0.590322 0.0 0.1 0.1
Se -0.154198 -1.406661 -1.860544 -0.1 -0.1 -0.3
C 2.544958 -3.052168 -1.037660 0.1 0.0 0.0
C 3.171326 -2.206253 -1.940671 0.0 0.0 0.0
C 4.525548 -2.358857 -2.217601 0.0 0.0 0.0
C 5.256246 -3.360427 -1.598624 0.0 0.0 0.0
C 4.630451 -4.213689 -0.694742 0.0 0.0 0.0
C 3.284197 -4.056753 -0.413801 0.0 0.0 0.0
C 0.128043 -4.518541 -0.991759 -0.1 -0.1 0.0
C 0.296162 -5.028870 -2.277105 0.0 0.0 -0.1
C -0.204740 -6.277692 -2.603926 0.0 0.0 0.0
C -0.889482 -7.024284 -1.651322 0.0 0.0 0.0
C -1.069431 -6.515733 -0.374845 0.0 0.0 0.0
C -0.558401 -5.266238 -0.043899 0.0 0.0 0.0
H 2.591132 -1.426456 -2.420493 0.0 0.0 0.0
H 5.005923 -1.686900 -2.918703 0.0 0.0 0.0
H 6.312019 -3.476005 -1.813018 0.0 0.0 0.0
H 5.195935 -4.995113 -0.201933 0.0 0.0 0.0
H 2.801409 -4.705254 0.308520 0.0 0.0 0.0
H 0.812620 -4.439892 -3.026799 0.0 0.0 0.0
H -0.070785 -6.667017 -3.606004 0.0 0.0 0.0
H -1.289988 -7.996700 -1.912035 0.0 0.0 0.0
H -1.618158 -7.080022 0.368701 0.0 0.0 0.0
H -0.692072 -4.860282 0.952115 0.0 0.0 0.0
N 0.787930 6.239970 6.167910 0.0 0.0 0.0
C 0.648361 4.939798 5.646902 0.0 0.0 0.0
C -0.334026 4.667288 4.693688 0.0 0.0 0.0
C -0.493802 3.384218 4.206232 0.0 0.0 0.0
C 0.327283 2.359368 4.661556 -0.1 -0.1 -0.1
C 1.297562 2.616986 5.609537 0.1 0.0 0.0
C 1.454854 3.902610 6.107216 0.0 0.0 0.0
S 0.100349 0.740610 3.965566 -0.1 0.3 0.2
O -1.321077 0.503568 3.969898 0.1 -0.1 -0.1
O 0.956776 -0.173833 4.678052 0.0 0.0 0.0
N 0.515165 0.903997 2.424587 0.2 0.0 0.2
C 1.809689 1.052777 2.062184 0.2 0.0 0.1
N 2.781197 1.398203 2.925751 0.1 0.0 0.0
C 3.989262 1.575898 2.415244 -0.1 0.0 0.0
C 4.284345 1.443320 1.067294 0.0 0.0 0.0
C 3.220806 1.082629 0.254340 0.1 -0.1 0.0
N 2.013765 0.860539 0.735826 -0.1 0.2 -0.1
H 0.451087 6.953146 5.538163 0.0 0.0 0.0
H 1.729402 6.447920 6.464886 0.0 0.0 0.0
H -0.974064 5.464252 4.331827 0.0 0.0 0.0
H -1.262767 3.173639 3.471663 0.0 0.0 0.0
H 1.938277 1.808149 5.935274 0.0 0.0 0.0
H 2.216643 4.104357 6.852981 0.0 0.0 0.0
H 4.768798 1.853662 3.120595 0.0 0.0 0.0
H 5.275699 1.612011 0.674100 0.0 0.0 0.0
H 3.342487 0.950450 -0.816045 0.0 0.0 0.0
S -3.742104 -1.057890 1.998952 -0.1 0.1 0.3
C -3.463192 -2.197865 3.327780 0.0 0.0 -0.3
N -2.286150 -2.914320 3.261756 0.0 0.0 0.1
C -1.933400 -3.732566 4.337705 -0.1 0.1 0.0
C -2.814018 -3.831010 5.375840 0.2 -0.2 0.0
C -4.009360 -3.115185 5.342153 -0.2 0.1 0.0
N -4.324821 -2.292356 4.273331 0.1 0.0 0.1
H -1.554976 -2.556016 2.657577 0.1 -0.1 0.0
H -0.975761 -4.223912 4.276199 0.0 0.0 0.0
H -2.564460 -4.463736 6.218058 0.0 0.0 0.0
H -4.730443 -3.146639 6.145784 0.0 0.0 0.0
O -2.764250 8.140901 0.098367 0.0 0.0 0.0
N -3.154580 7.048794 0.499168 0.0 0.1 0.1
O -4.092358 6.925680 1.272828 0.0 0.0 0.0
C -2.469458 5.856681 0.046711 0.0 0.1 0.0
C -1.380090 5.998203 -0.773210 0.0 -0.2 0.0
C -0.696850 4.846812 -1.151029 0.1 0.0 -0.1
C -1.053182 3.516630 -0.740538 -0.2 0.0 0.0
O -0.352123 2.511627 -1.018767 -0.1 -0.1 0.2
C -2.305701 3.442461 0.025742 -0.2 0.2 0.0
C -2.945890 4.602710 0.439997 0.0 0.0 0.0
N -2.945473 2.240302 0.375803 -0.2 0.3 0.0
O -2.604736 1.089688 -0.159558 0.3 0.0 0.0
O -3.984222 2.302938 1.086087 0.1 -0.1 0.0
N 0.485853 5.074873 -1.962311 0.3 0.2 0.3
O 1.383616 4.253988 -1.977837 -0.1 0.0 -0.1
O 0.565407 6.154001 -2.554636 -0.1 -0.2 -0.1
H -1.033757 6.963993 -1.097671 0.0 0.0 0.0
H -3.835760 4.512547 1.038670 0.0 0.0 0.0
I -4.646863 -3.691985 0.119041 0.0 0.0 0.0
C -3.307414 -2.051255 0.598031 0.1 0.0 -0.1
H -3.334775 -1.386216 -0.261037 0.0 0.0 0.0
H -2.331517 -2.523803 0.663295 0.0 0.0 0.0
```
Forces are in eV/Å.

The spin multiplicity is 1. For the gap between HOMO and LUMO (alpha / beta), the calculation gives 5.05 / 5.16 eV. As for the highest occupied orbital energy (alpha / beta): -1.42 / -1.53 eV. As for the total charge: -2. Its relative energy (zero: lowest compared OMol25 entry of this formula, charge and spin) is 165.9 kJ/mol.

No. 3
The following is a DFT calculation (wB97M-V/def2-TZVPD) of a molecular structure, C33H27CrNO2S3Sb in a non-equilibrium geometry.

XYZ file:
```
68
Properties=species:S:1:pos:R:3:forces:R:3
Cr -0.012727 -0.160290 1.424210 0.1 -0.5 2.4
O 0.396782 -1.638899 0.851078 0.8 -1.6 -0.9
C 0.380439 -2.605059 -0.161816 -0.1 -0.3 -0.9
C -1.089078 -2.662969 -0.645959 0.1 0.1 0.2
C -1.645547 -1.341236 -1.114245 -0.2 0.0 -0.2
C -2.203035 -1.260146 -2.380561 0.0 0.0 0.1
C -2.787934 -0.075933 -2.791011 0.0 0.0 0.0
C -2.836222 0.982006 -1.904334 0.0 0.0 0.0
C -2.296958 0.836774 -0.634899 -0.2 -0.1 -0.2
C -2.447868 1.958977 0.355122 0.3 -0.2 0.2
C -1.078797 2.495812 0.812838 -0.7 1.2 -0.9
O -0.473226 1.377915 1.419323 0.1 1.2 0.2
C -0.245376 2.937267 -0.405572 0.1 -0.3 0.2
C 0.639830 2.069093 -1.037297 -0.1 0.1 0.1
C 1.361972 2.477306 -2.148568 0.0 -0.1 0.0
C 1.200612 3.763227 -2.638313 0.0 0.0 -0.1
C 0.312339 4.631665 -2.020628 0.0 0.0 0.0
C -0.408108 4.223452 -0.908898 -0.1 0.0 0.0
C -1.156502 3.599417 1.859452 0.3 -0.3 0.1
C 0.053320 4.011824 2.420935 -0.1 0.0 0.0
C 0.070522 5.014562 3.372941 0.1 0.0 0.0
C -1.119291 5.613077 3.768766 -0.1 0.0 0.0
C -2.320541 5.196689 3.217274 0.0 0.1 0.1
C -2.344466 4.184667 2.265623 0.0 -0.1 -0.1
N -1.685917 -0.305191 -0.255571 0.4 0.1 0.2
C 0.679295 -3.960241 0.445694 0.1 0.0 0.2
C 1.120881 -4.995645 -0.320097 -0.1 0.2 -0.1
C 1.245966 -6.284445 0.231727 -0.1 0.1 0.1
C 0.922258 -6.557936 1.559148 0.0 -0.2 0.0
C 0.464070 -5.544381 2.358276 -0.1 0.0 -0.1
C 0.400504 -4.167561 1.871907 0.1 0.1 0.2
C 1.418706 -2.206080 -1.213273 0.0 0.1 0.2
C 1.147670 -2.131035 -2.572241 -0.1 -0.1 0.1
C 2.139564 -1.720776 -3.454314 0.0 0.0 -0.1
C 3.400443 -1.385000 -2.988074 0.0 0.0 0.0
C 3.679594 -1.477856 -1.629934 0.0 0.0 0.1
C 2.695564 -1.890724 -0.747715 0.0 0.0 0.0
H -1.689993 -2.985571 0.209708 0.0 -0.1 0.0
H -1.188744 -3.411470 -1.429375 0.0 0.0 0.0
H -2.194304 -2.123562 -3.031995 0.0 0.0 0.0
H -3.213922 0.013874 -3.781316 0.0 0.0 0.0
H -3.305344 1.915715 -2.181614 0.0 0.0 0.0
H -2.975024 1.588086 1.238256 -0.1 0.1 0.0
H -3.018833 2.765271 -0.097110 0.0 0.0 0.0
H 0.786110 1.055582 -0.670098 0.1 0.0 -0.1
H 2.049202 1.789091 -2.623879 0.0 0.0 0.0
H 1.772520 4.088828 -3.496852 0.0 0.0 0.0
H 0.186225 5.637011 -2.399260 0.0 0.0 0.0
H -1.089557 4.911870 -0.424805 0.0 0.0 0.0
H 0.979480 3.553558 2.092957 0.0 0.0 0.0
H 1.011716 5.337271 3.797976 0.0 0.0 0.0
H -1.109115 6.404729 4.505640 0.0 0.0 0.0
H -3.246965 5.659916 3.529234 0.0 0.0 0.0
H -3.293099 3.873891 1.845677 0.0 0.0 0.0
H 1.359648 -4.828673 -1.362658 0.0 0.0 0.0
H 1.590791 -7.086499 -0.409817 0.0 0.0 0.0
H 1.011323 -7.563911 1.943966 0.0 0.0 0.0
H 0.185153 -5.729030 3.386757 0.0 0.0 0.0
H -0.437573 -3.574365 2.251037 0.0 0.0 0.0
H 0.176371 -2.398407 -2.964417 0.0 0.0 0.0
H 1.919776 -1.667138 -4.512610 0.0 0.0 0.0
H 4.167519 -1.063096 -3.679534 0.0 0.0 0.0
H 4.664616 -1.233593 -1.254881 0.0 0.0 0.0
H 2.918074 -1.970113 0.310772 0.0 0.0 0.0
S 1.902273 -3.602938 2.916304 0.0 0.1 -0.2
Sb 1.363017 -1.462796 4.157206 -0.3 0.2 -0.4
S 2.036035 0.131914 2.488540 -0.6 -0.1 -0.3
S -0.896116 -1.027769 3.385200 0.3 0.2 -0.4
```
Forces are in eV/Å.

The spin multiplicity is 2. For the gap between HOMO and LUMO (alpha / beta), the calculation gives 5.62 / 5.64 eV. As for the highest occupied orbital energy (alpha / beta): -13.65 / -13.66 eV. As for the total charge: +2. Its relative energy (zero: lowest compared OMol25 entry of this formula, charge and spin) is 138.1 kJ/mol.

What is the total charge in the first record? -2

What is the formula in the second record? C33H27CaIN9O9PS2Se2